1.
DFT (wB97M-V/def2-TZVPD) results for a structure of composition C24H18N8O9PSSe2Sn.

Last column: Löwdin charge in e.
Cartesian coordinates (Å):
1 C 0.1924 0.0167 -6.7530  -0.0743
2 C 3.1206 -3.6160 -4.4175  -0.0823
3 H 0.9830 1.6639 -7.8783  0.1024
4 S -0.4078 -2.1319 1.0789  0.5793
5 C 0.1018 -0.5910 -5.5071  -0.1034
6 O 1.7292 -0.5173 4.3567  0.0279
7 H 2.1542 2.6539 -5.9377  0.1070
8 O 2.1499 3.9619 7.1045  0.0542
9 C -2.5722 -1.4539 4.3338  -0.1131
10 N -0.6340 0.9502 -2.2670  -0.1056
11 N -3.5410 -1.2813 -1.0706  -0.1548
12 N -1.3351 2.7571 -3.7398  0.1044
13 H -1.3859 4.5436 5.6481  0.1261
14 H 3.9056 -3.6115 -5.1647  0.1009
15 N -2.8041 3.2877 3.8926  -0.3489
16 N 1.0295 4.2541 6.7138  -0.3630
17 C -1.4510 2.8989 4.2991  -0.0483
18 Sn -0.0786 0.5081 0.8020  1.0589
19 C -0.8498 3.6949 5.2578  0.0665
20 O -3.9112 -2.1843 -1.7449  -0.0766
21 C 1.5886 1.7381 -5.8227  -0.0772
22 C 2.4319 -2.4454 -4.1382  -0.0944
23 C 1.4214 -2.4205 -3.1706  -0.4462
24 H -1.1839 -2.5575 5.6308  0.1140
25 Se -1.4221 -1.8748 -2.6437  0.9523
26 C -1.0399 -1.9496 2.6589  -0.8275
27 Se 2.0040 -0.1504 -1.2169  0.3064
28 C 0.9291 1.1818 -6.9101  -0.0799
29 O -1.2815 0.9849 2.8518  -0.2263
30 C 0.4117 3.4015 5.7127  -0.1479
31 H 0.6376 -1.7219 3.8035  0.0907
32 C -1.1818 -1.7072 4.9515  -0.0985
33 H -2.9856 -1.5288 2.1920  0.1391
34 N -2.3365 -1.7658 2.9212  0.0420
35 H 2.6902 -1.5385 -4.6689  0.1038
36 C 2.8126 -4.7888 -3.7390  -0.0948
37 C 1.1176 2.3074 5.1972  0.0672
38 H -0.3214 -0.4214 -7.6016  0.1025
39 N -0.4205 4.6787 -4.9940  0.0802
40 C -0.8112 3.7754 -4.3766  -0.4015
41 C 1.4998 1.1363 -4.5754  -0.1104
42 P 0.5968 -0.7784 -2.7498  0.3263
43 C 0.5534 1.5365 4.2238  -0.0622
44 O -3.3063 4.2628 4.4457  0.0371
45 H -0.7906 -0.8378 5.4754  0.1163
46 H -0.4708 -1.5000 -5.3896  0.0820
47 C -0.9287 1.8455 -2.9788  -0.3316
48 H 0.4525 -3.5872 -1.6423  0.0465
49 C 1.3111 0.3845 3.6219  -0.5847
50 H 3.3421 -5.7060 -3.9689  0.0980
51 C -0.7779 1.7668 3.7219  -0.3120
52 O -3.3763 2.6414 3.0378  0.0807
53 C 1.1595 -3.5954 -2.4591  -0.1521
54 H -3.3338 -2.1104 4.7490  0.1111
55 C 0.7466 -0.0223 -4.4124  -0.4122
56 H 1.9996 1.5643 -3.7124  0.0883
57 C 1.8390 -4.7728 -2.7535  -0.0826
58 H 1.6077 -5.6755 -2.1998  0.1028
59 O 0.4025 5.2183 7.1248  0.0550
60 H -2.8935 -0.4198 4.4452  0.1102
61 O -2.3255 -0.8389 -1.3310  -0.5283
62 H 2.1119 2.0850 5.5589  0.1347
63 O 1.4666 0.4104 2.3411  -0.2317
64 N -0.3414 -2.0083 3.7836  0.0575

The calculation puts the HOMO energy at -5.6 eV. The orbital gap is 7.28 eV. As for the total charge: -1. The calculation puts the total energy at -7797.19391 a.u. For the LUMO energy, the calculation gives 0.0603 hartree.

***

2.
DFT (wB97M-V/def2-TZVPD) results for a structure of composition C24H19AsDyO4 in a non-equilibrium geometry.

Last column: Mulliken spin population.
Cartesian coordinates (Å):
1 O 1.0483 2.2977 0.9484  0.0134
2 C 3.0240 1.4980 -2.2053  0.0230
3 C 1.0142 2.0172 -0.1747  0.0173
4 C -0.9252 -2.7510 1.4630  -0.0005
5 H 1.2468 0.3021 2.7977  -0.0013
6 H 2.3267 -1.5764 -0.9708  -0.0123
7 H -3.0896 2.9065 4.1437  0.0002
8 H -3.9245 -4.2222 2.1994  0.0030
9 O 4.2277 1.5023 -2.2028  0.0087
10 C -1.1144 1.5091 -2.1696  0.0807
11 H 0.0248 -0.7224 -7.0140  0.0004
12 O 0.9625 4.6713 -2.6825  0.0205
13 O -2.2780 1.5071 -2.1245  0.0081
14 C -3.2039 -3.5111 1.7668  -0.2058
15 H 1.8906 1.7073 -7.6173  0.0001
16 C -1.1550 0.7908 1.5285  -0.0628
17 C -1.2472 0.3373 2.8253  -0.1084
18 Dy 0.9551 1.0974 -2.4673  5.7718
19 C 1.9632 -0.2310 2.1432  -0.0001
20 H 1.8966 -0.7232 -7.0375  0.0004
21 H -1.4790 -4.4842 2.6294  -0.0003
22 H -0.7931 -0.6199 3.1711  -0.0011
23 C -3.6637 -2.4507 0.9805  0.0255
24 C -1.9464 1.0995 3.7758  0.0293
25 H 5.1756 -1.3886 2.2807  0.0001
26 C 0.9574 1.1606 -7.3726  0.0016
27 C 4.1798 -1.1688 1.8752  0.0024
28 C -1.8483 -3.6545 2.0016  -0.1697
29 C -2.7619 -1.5449 0.4311  -0.1605
30 C 2.5752 -1.2747 0.0623  0.0506
31 H -2.0181 0.7559 4.8255  -0.0002
32 H 4.5889 -2.0668 -0.0518  0.0005
33 C -2.5491 2.2966 3.4119  -0.0598
34 H -4.7429 -2.3305 0.7946  -0.0024
35 H -2.9276 3.6666 1.7764  -0.0013
36 C 1.6297 -0.6351 0.8793  -0.0845
37 C -1.7604 1.9470 1.1534  0.0101
38 C 0.9607 -0.1300 -7.0652  0.0029
39 H -1.7230 2.3308 0.1139  -0.0114
40 C 0.9594 3.4982 -2.5329  -0.0079
41 H 0.1478 -2.8524 1.6781  0.0010
42 C 3.2369 -0.5118 2.6571  0.0033
43 H 0.0189 1.7084 -7.5939  0.0003
44 H -3.1307 -0.6917 -0.1562  -0.0020
45 H 3.4887 -0.2052 3.6885  -0.0003
46 C 3.8469 -1.5448 0.5757  0.0099
47 As -0.2002 -0.3150 0.0940  0.0490
48 C -1.4044 -1.7212 0.6812  -0.1980
49 C -2.4603 2.7204 2.0856  -0.0436

The calculation puts the HOMO energy (alpha / beta) at -16.9 / -16.9 eV. The orbital gap (alpha / beta) is 3.74 / 5.27 eV. As for the total charge: +3. The spin multiplicity is 6. The expectation value of S² is 9.821. The calculation puts the total energy at -4346.40571 a.u. For the LUMO energy (alpha / beta), the calculation gives -0.4841 / -0.4280 hartree.

***

3.
DFT (wB97M-V/def2-TZVPD) results for a structure of composition C24H19AsIrN2O2S in a non-equilibrium geometry.

Last column: Mulliken spin population.
Cartesian coordinates (Å):
1 H -3.6622 -0.0566 2.4179  0.0002
2 H -1.6398 0.5221 -6.0125  0.0025
3 C -0.2632 5.4272 -0.4517  -0.0008
4 C -0.8710 0.2637 -5.2885  0.0626
5 C -0.1989 2.7445 -1.0240  -0.0083
6 H -2.4332 5.2092 -0.5665  0.0003
7 H 2.0342 -0.7050 5.0036  0.0158
8 C 1.1877 -0.8186 -4.6895  0.0658
9 C -2.3292 -1.3823 -1.0169  -0.0057
10 C 0.9739 4.7506 -0.4888  0.0078
11 H -3.8378 -2.9100 -0.7283  0.0003
12 H 1.9838 2.9071 -0.8440  -0.0201
13 H 2.7405 -2.9862 1.6480  0.0031
14 N 1.5724 0.3013 2.7852  0.6646
15 C 2.4491 -3.1166 2.7174  0.1339
16 H -1.9112 -1.5736 -2.0085  -0.0014
17 As -0.3301 0.7822 -1.1500  -0.0025
18 O 1.2833 1.0498 1.7420  0.3153
19 H -2.0099 1.1628 -3.6125  0.0011
20 H 1.8955 -5.0013 5.4739  0.0111
21 C -1.4287 3.3470 -1.0264  0.0076
22 C 1.0359 3.3917 -0.7653  0.0226
23 O 2.8248 -0.8645 1.1562  0.1862
24 C -0.2607 0.0237 -2.9884  0.0762
25 C -3.2095 -0.4349 1.4746  0.0029
26 H 2.1333 -1.3926 -4.9376  0.0025
27 N 2.2531 -0.7823 2.4055  0.4221
28 C -3.3454 -2.0239 -0.3418  -0.0002
29 C 2.0431 -4.1480 4.8371  0.2290
30 Ir 1.7673 0.2708 -0.1299  1.3868
31 H 2.1789 -5.2626 2.9705  -0.0007
32 H -0.2537 6.4699 -0.2640  0.0000
33 C 0.2494 -0.5073 -5.6477  -0.0331
34 H -1.8847 1.2235 1.2356  -0.0071
35 C -2.2348 0.2767 0.8117  -0.0044
36 C -1.1064 0.5612 -3.9577  -0.0228
37 C -1.8132 -0.1903 -0.4384  0.0175
38 H 1.8950 5.2144 -0.1484  -0.0004
39 H -4.6002 -2.0434 1.4433  -0.0002
40 H 2.2084 -2.7946 6.6169  0.0003
41 H 0.3779 -0.7807 -6.7142  -0.0009
42 C 2.1647 -1.7054 4.6729  0.1551
43 C 2.3135 -1.8659 3.2540  0.0682
44 C -3.7438 -1.5819 0.9401  -0.0027
45 H -2.3692 2.7937 -1.1436  0.0001
46 C 2.1188 -2.8656 5.4745  -0.0770
47 C -1.4733 4.7302 -0.7109  0.0045
48 C 0.9356 -0.6500 -3.3124  -0.0502
49 C 2.3024 -4.2985 3.4525  -0.0699
50 S 2.2877 -0.6806 -2.1250  0.4424

The calculation puts the HOMO energy (alpha / beta) at -9.8 / -11.9 eV. The orbital gap (alpha / beta) is 6.71 / 5.97 eV. As for the total charge: +1. The spin multiplicity is 5. The expectation value of S² is 6.054. The calculation puts the total energy at -3923.72393 a.u. For the LUMO energy (alpha / beta), the calculation gives -0.1125 / -0.2194 hartree.

***

> Which of these has the lowest total energy?

C24H18N8O9PSSe2Sn